Below is a 2-piece molecular cluster, C4H5NO overall in a non-equilibrium geometry, with properties calculated with the ωB97M-V functional and the def2-TZVPD basis.

The SMILES is C=CC#N.C=O. For the energy, the calculation gives -285.341848 Eh. As for the total charge: 0.

```
11
Properties=species:S:1:pos:R:3:nbo_charge:R:1
C 0.32 0.19 -1.64 -0.2641
C -0.88 0.23 -1.06 -0.3404
C -1.37 -0.83 -0.21 0.2546
N -1.69 -1.63 0.56 -0.3148
H 0.70 1.01 -2.25 0.2150
H 1.02 -0.61 -1.43 0.2094
H -1.56 1.05 -1.24 0.2425
C 0.86 0.14 1.81 0.2752
O 1.52 0.98 1.25 -0.5106
H -0.12 0.37 2.28 0.1180
H 1.22 -0.90 1.94 0.1153
```

***

Below is one molecule with the formula C4H5N, with properties calculated with the ωB97M-V functional and the def2-TZVPD basis.

For the energy, the calculation gives -209.941068 Eh. As for the total charge: 0.

```
10
Properties=species:S:1:pos:R:3:nbo_charge:R:1
C 2.05 -0.60 1.00 -0.1802
C 0.93 -0.31 0.67 -0.0455
C -0.44 0.02 0.30 -0.2857
C -1.11 0.91 -1.17 -0.1116
N -0.83 -0.48 -1.03 -0.6007
H 3.05 -0.86 1.28 0.2420
H -1.18 -0.21 1.05 0.2448
H -0.37 1.19 0.13 0.2603
H -2.10 1.04 -0.69 0.1186
H 0.02 -0.69 -1.54 0.3580
```

***

These records have gap between HOMO and LUMO values of 0.384; 0.357 Ha, in the order they appear.